13
Properties=species:S:1:pos:R:3:forces:R:3 method="wB97M-V/def2-TZVPD" e_lumo_ev="0.02 / -2.16" homo_ev="-9.10 / -9.03" max_force_ha_per_bohr=0.1000 molar_mass_g_mol=132.2 homo_lumo_gap_ev="9.11 / 6.87" relative_energy_kcal_mol=111.4
C -1.732611 0.905485 -0.064860 -0.8253 -1.0194 -1.3872
C -1.593622 -0.000024 -1.184143 1.0594 0.0003 1.0939
C -1.035526 0.249405 0.875430 -0.0421 1.6068 3.7975
C 2.716400 0.179950 -0.017922 -1.0071 -1.4824 -1.9084
N -0.825207 -1.015170 -0.843513 -0.5450 -1.1272 -4.9851
N -0.471212 -0.852300 0.349640 1.4466 -0.5484 3.9857
F 1.637099 0.995289 0.074503 1.1366 -0.3293 0.6372
S 0.624581 -1.802971 1.188063 -0.2942 0.1133 -0.4729
H -2.415160 1.731141 0.003359 0.2429 0.2343 0.1547
H -1.794636 0.026695 -2.214344 -0.9266 0.4751 -0.9553
H -0.913047 0.387984 1.974884 -0.0678 0.2492 -1.2735
H 2.644604 -0.435182 -0.953640 0.2524 0.8947 0.7160
H 3.158334 -0.370297 0.812549 -0.4298 0.9330 0.5974